No. 1
{
  "formula": "C32H39BrN10O4RbS",
  "method": "wB97M-V/def2-TZVPD",
  "symbols": ["Rb", "N", "C", "C", "N", "C", "C", "N", "C", "C", "N", "H", "H", "H", "H", "H", "H", "H", "H", "H", "H", "H", "H", "H", "H", "H", "H", "H", "H", "N", "C", "C", "C", "C", "C", "C", "C", "C", "N", "C", "H", "H", "H", "H", "H", "H", "H", "H", "N", "C", "C", "C", "C", "C", "C", "S", "O", "O", "N", "C", "N", "C", "C", "C", "N", "H", "H", "H", "H", "H", "H", "H", "H", "H", "Br", "C", "C", "C", "C", "C", "C", "C", "O", "O", "H", "H", "H", "H"],
  "positions_angstrom": [[-0.0650, -0.7483, -0.7549], [-1.5311, -3.2746, 0.0992], [-1.0713, -4.6212, -0.2221], [-0.1679, -4.6248, -1.4489], [0.9805, -3.7238, -1.3904], [1.7177, -3.7409, -2.6568], [2.1123, -2.3547, -3.1506], [0.9839, -1.7234, -3.8381], [1.8303, -4.0371, -0.2468], [3.0639, -3.1595, -0.0800], [2.7062, -1.7755, 0.1882], [-2.2418, -3.2973, 0.8199], [-1.9380, -2.8573, -0.7385], [-1.8912, -5.3167, -0.4527], [-0.5525, -5.0372, 0.6455], [-0.7702, -4.3226, -2.3076], [0.1599, -5.6692, -1.6153], [1.0848, -4.1908, -3.4266], [2.6074, -4.3825, -2.5736], [2.9424, -2.4557, -3.8586], [2.4789, -1.7688, -2.2987], [0.0914, -1.9546, -3.4056], [1.0714, -0.7146, -3.8360], [2.1646, -5.0925, -0.2971], [1.2271, -3.9341, 0.6590], [3.6726, -3.1913, -0.9865], [3.6744, -3.6169, 0.7121], [3.5073, -1.1564, 0.1184], [2.3714, -1.6476, 1.1390], [-0.4449, -1.4192, 3.2046], [-0.8205, -0.2024, 3.7543], [-0.5287, 0.1281, 5.0578], [-0.9627, 1.3441, 5.6158], [-1.6918, 2.2388, 4.8836], [-1.9901, 1.9467, 3.5317], [-2.6897, 2.8407, 2.6884], [-2.8994, 2.5112, 1.3853], [-2.4098, 1.2741, 0.9013], [-1.7702, 0.4176, 1.6538], [-1.5548, 0.7331, 2.9594], [0.5290, -1.6299, 3.3712], [-0.6642, -1.4707, 2.2178], [0.0432, -0.5676, 5.6593], [-0.7105, 1.5667, 6.6456], [-2.0321, 3.1736, 5.3132], [-3.0385, 3.7838, 3.0947], [-3.4182, 3.1757, 0.7075], [-2.5656, 1.0032, -0.1402], [2.3911, 6.2224, 4.8531], [2.4535, 5.0489, 4.0835], [3.5169, 4.8358, 3.2079], [3.5995, 3.6639, 2.4751], [2.6255, 2.6889, 2.6199], [1.5701, 2.8861, 3.4979], [1.4823, 4.0595, 4.2260], [2.6836, 1.1964, 1.6664], [2.1485, 0.1599, 2.5354], [4.0559, 1.0175, 1.2346], [1.6601, 1.3334, 0.4681], [1.8649, 2.1702, -0.5661], [2.7819, 3.1641, -0.5199], [2.8804, 3.9439, -1.5819], [2.1002, 3.7978, -2.7176], [1.1895, 2.7509, -2.6769], [1.0594, 1.9440, -1.6416], [2.8547, 7.0098, 4.4269], [1.4557, 6.4672, 5.1390], [4.2807, 5.5985, 3.1009], [4.4082, 3.4936, 1.7787], [0.8234, 2.1124, 3.6155], [0.6562, 4.2042, 4.9136], [3.6211, 4.7381, -1.5188], [2.1944, 4.4483, -3.5744], [0.5327, 2.5529, -3.5206], [-7.0122, -1.4809, -7.1623], [-5.6785, -1.3764, -5.8068], [-4.6809, -2.3349, -5.7677], [-3.7182, -2.2543, -4.7710], [-3.7487, -1.2313, -3.8317], [-4.7576, -0.2791, -3.8996], [-5.7318, -0.3447, -4.8849], [-2.6918, -1.1622, -2.7346], [-2.7356, -0.1808, -1.9657], [-1.8671, -2.1139, -2.6938], [-4.6593, -3.1284, -6.5021], [-2.9237, -2.9856, -4.7052], [-4.7638, 0.5133, -3.1630], [-6.5212, 0.3927, -4.9375]],
  "atomic_forces_ev_per_a": [[0.073, 0.122, 0.065], [0.018, 0.003, 0.018], [0.005, 0.003, -0.006], [-0.002, 0.005, 0.003], [-0.014, 0.002, 0.019], [0.011, -0.025, -0.020], [-0.003, 0.059, 0.044], [0.029, -0.019, 0.005], [0.005, -0.007, -0.010], [-0.014, 0.025, 0.009], [0.032, -0.037, 0.001], [-0.004, 0.005, -0.004], [-0.008, -0.003, 0.013], [0.001, -0.001, 0.002], [-0.001, 0.001, 0.001], [0.000, 0.000, 0.000], [0.000, 0.000, -0.003], [0.002, -0.001, 0.001], [0.000, -0.003, -0.001], [0.000, -0.016, 0.001], [-0.030, -0.033, -0.050], [-0.006, 0.002, -0.003], [-0.004, 0.001, -0.015], [0.001, 0.000, 0.001], [0.002, -0.004, -0.002], [0.000, -0.003, -0.002], [0.002, -0.003, -0.002], [-0.006, 0.005, -0.010], [-0.011, 0.001, -0.009], [-0.020, 0.014, -0.003], [0.016, -0.013, 0.007], [0.004, -0.010, -0.011], [0.000, -0.001, 0.007], [-0.011, 0.000, 0.011], [0.005, -0.007, 0.039], [-0.007, 0.030, -0.003], [0.031, -0.023, -0.038], [-0.094, 0.089, -0.051], [-0.037, -0.042, -0.012], [0.018, -0.023, -0.023], [0.001, -0.003, 0.001], [0.036, 0.007, -0.018], [0.001, 0.000, 0.000], [0.003, -0.004, 0.001], [-0.002, 0.002, -0.005], [0.000, 0.002, -0.003], [-0.004, 0.003, 0.005], [0.018, -0.055, 0.051], [0.000, 0.000, 0.000], [0.001, 0.002, 0.004], [0.001, 0.004, 0.002], [0.007, -0.010, -0.011], [-0.005, 0.004, 0.007], [-0.009, 0.000, 0.005], [0.005, -0.002, -0.011], [0.018, -0.018, 0.016], [0.005, 0.010, -0.010], [-0.002, 0.007, 0.006], [-0.036, -0.010, -0.017], [0.004, -0.018, 0.024], [0.014, -0.011, -0.003], [-0.030, 0.023, 0.006], [0.008, -0.010, -0.001], [0.007, 0.029, 0.015], [0.011, 0.006, -0.006], [0.000, 0.002, 0.002], [0.000, 0.000, 0.000], [0.002, -0.002, -0.002], [0.001, 0.002, 0.001], [0.006, 0.002, 0.000], [0.002, 0.002, 0.001], [0.009, -0.006, -0.007], [0.004, 0.001, 0.002], [0.000, -0.003, 0.001], [-0.003, 0.005, -0.004], [-0.002, 0.008, 0.003], [0.012, 0.008, 0.017], [-0.017, -0.008, -0.017], [0.017, -0.028, -0.012], [0.005, 0.009, 0.006], [-0.009, 0.001, -0.007], [-0.070, 0.049, 0.001], [0.015, -0.062, -0.041], [-0.017, -0.028, 0.022], [0.004, -0.002, 0.002], [0.001, 0.001, 0.002], [0.009, -0.003, 0.004], [-0.002, -0.001, -0.004]],
  "spin_multiplicity": 1,
  "homo_energy_ev": -5.4,
  "total_charge": -1,
  "de_lowest_ev": 0.000
}

No. 2
{
  "formula": "C32H39N6O3P2RuS3",
  "method": "wB97M-V/def2-TZVPD",
  "symbols": ["Ru", "C", "C", "N", "N", "C", "S", "S", "C", "C", "C", "C", "C", "C", "C", "C", "C", "C", "C", "C", "C", "O", "H", "H", "H", "H", "H", "H", "H", "H", "H", "H", "H", "H", "H", "H", "N", "C", "C", "C", "C", "C", "C", "S", "O", "O", "N", "C", "N", "C", "C", "C", "N", "H", "H", "H", "H", "H", "H", "H", "H", "H", "C", "P", "C", "C", "C", "P", "C", "C", "H", "H", "H", "H", "H", "H", "H", "H", "H", "H", "H", "H", "H", "H", "H", "H"],
  "positions_angstrom": [[0.0471, 0.0278, 0.0253], [-1.7790, -0.8432, 4.2540], [-1.4949, -0.7665, 2.7772], [-0.6110, 0.0336, 2.2812], [-0.0198, 0.8557, 3.2570], [1.1577, 1.2438, 2.9357], [1.9768, 0.8507, 1.4909], [1.9994, 2.3302, 4.0713], [1.6404, 1.4800, 5.6455], [2.4959, 0.2609, 5.8537], [2.1516, -0.9684, 5.2979], [2.9719, -2.0743, 5.4682], [4.1451, -1.9686, 6.2015], [4.4944, -0.7484, 6.7632], [3.6752, 0.3562, 6.5869], [-2.2840, -1.6365, 1.9032], [-3.5930, -1.9894, 2.2563], [-4.3188, -2.8727, 1.4853], [-3.7061, -3.4542, 0.3703], [-2.4121, -3.1349, 0.0215], [-1.6860, -2.1913, 0.7645], [-0.4438, -1.8745, 0.4168], [-0.9205, -0.5433, 4.8419], [-2.0782, -1.8577, 4.5100], [-2.6019, -0.1724, 4.5180], [0.5760, 1.2566, 5.6635], [1.8522, 2.2269, 6.4108], [1.2425, -1.0604, 4.7184], [2.6911, -3.0210, 5.0241], [4.7847, -2.8318, 6.3338], [5.4055, -0.6568, 7.3411], [3.9544, 1.3087, 7.0237], [-4.0389, -1.5571, 3.1447], [-5.3368, -3.1242, 1.7504], [-4.2559, -4.1633, -0.2367], [-1.9400, -3.5688, -0.8490], [-0.9516, 1.1351, -8.2202], [-1.0120, 0.5642, -6.9618], [-0.2630, -0.5785, -6.6652], [-0.3540, -1.1795, -5.4248], [-1.1915, -0.6416, -4.4530], [-1.9601, 0.4786, -4.7469], [-1.8704, 1.0812, -5.9878], [-1.2741, -1.3641, -2.8490], [-1.1296, -2.7809, -3.0167], [-2.4639, -0.8273, -2.2494], [-0.0297, -0.7673, -1.9749], [1.2137, -1.3435, -2.0837], [1.6436, -2.0158, -3.1546], [2.9000, -2.4402, -3.0978], [3.7492, -2.2069, -2.0228], [3.2119, -1.4948, -0.9669], [1.9570, -1.0704, -1.0009], [-0.1557, 0.9081, -8.7896], [-1.2738, 2.0820, -8.3135], [0.3858, -1.0012, -7.4238], [0.2234, -2.0622, -5.1922], [-2.6485, 0.8574, -4.0022], [-2.4794, 1.9482, -6.2162], [3.2517, -2.9910, -3.9646], [4.7665, -2.5674, -2.0112], [3.7753, -1.2602, -0.0695], [-3.4493, 0.9364, -0.1153], [-1.7251, 1.4577, 0.0482], [-1.8300, 2.5419, 1.5047], [-1.5062, 2.7154, -1.2594], [-0.0908, 3.2647, -1.1392], [1.0446, 1.8423, -1.2654], [1.1840, 1.6548, -3.0676], [2.6577, 2.6030, -0.9138], [-4.0798, 1.8275, -0.1369], [-3.7160, 0.3215, 0.7462], [-3.5866, 0.3367, -1.0080], [-2.5516, 3.3356, 1.2986], [-0.8635, 2.9773, 1.7485], [-2.1591, 1.9758, 2.3706], [-2.2608, 3.4975, -1.1483], [-1.6712, 2.2297, -2.2259], [0.0720, 3.7096, -0.1541], [0.1313, 4.0291, -1.8878], [1.4137, 2.6330, -3.4931], [0.2726, 1.2657, -3.5037], [1.9927, 0.9645, -3.3147], [2.8401, 3.3727, -1.6665], [3.4555, 1.8605, -0.9615], [2.6640, 3.0338, 0.0816]],
  "atomic_forces_ev_per_a": [[0.538, 0.607, -1.280], [-0.063, 0.001, 0.002], [-0.186, 0.061, -0.190], [0.244, -0.095, 0.703], [-0.035, -0.131, -0.281], [0.064, 0.117, 0.071], [0.180, 0.005, 0.262], [0.060, -0.205, -0.107], [-0.009, 0.052, 0.024], [0.018, 0.027, -0.007], [0.014, -0.008, 0.008], [-0.017, 0.006, 0.000], [0.006, 0.021, -0.004], [-0.005, -0.017, -0.002], [-0.009, 0.012, 0.003], [0.042, 0.043, 0.268], [0.017, -0.086, -0.021], [0.055, 0.013, -0.012], [0.004, 0.019, 0.010], [-0.071, -0.088, -0.011], [0.538, 0.072, -0.246], [-0.803, -0.475, 0.341], [0.005, -0.020, 0.009], [-0.012, 0.021, 0.022], [0.011, 0.018, -0.023], [0.010, -0.005, 0.009], [-0.039, -0.004, 0.020], [-0.011, 0.011, -0.025], [0.003, 0.004, 0.005], [-0.007, 0.000, 0.005], [-0.001, 0.001, -0.009], [-0.001, -0.007, -0.006], [-0.016, -0.010, -0.018], [-0.003, -0.001, -0.008], [-0.007, 0.002, 0.007], [-0.001, -0.007, 0.008], [-0.048, -0.054, -0.007], [0.008, 0.028, -0.031], [-0.003, -0.029, 0.009], [-0.016, 0.042, -0.002], [0.153, 0.096, -0.100], [0.005, -0.017, 0.045], [-0.005, -0.004, 0.010], [0.070, -0.170, -0.135], [-0.079, -0.003, 0.022], [-0.079, 0.064, 0.097], [0.284, -0.137, -0.033], [-0.292, 0.102, -0.034], [0.095, 0.040, 0.092], [-0.003, 0.002, 0.003], [-0.014, -0.028, -0.048], [-0.117, -0.016, 0.035], [0.000, -0.110, 0.248], [0.026, 0.016, 0.004], [0.013, 0.026, 0.009], [-0.011, 0.000, 0.007], [0.000, 0.005, 0.010], [0.025, 0.013, 0.003], [-0.005, -0.014, 0.001], [0.000, 0.001, 0.001], [-0.007, 0.002, -0.008], [-0.010, 0.008, -0.001], [-0.068, -0.058, 0.138], [0.000, -0.320, 0.032], [-0.048, 0.108, 0.035], [-0.156, 0.048, -0.097], [0.026, 0.131, -0.105], [-0.329, 0.248, 0.497], [0.115, -0.115, -0.064], [0.083, 0.002, -0.086], [-0.031, -0.007, 0.015], [0.000, 0.044, -0.020], [-0.006, 0.056, -0.005], [0.023, 0.005, -0.011], [0.025, -0.002, 0.030], [-0.040, 0.011, 0.035], [-0.020, -0.022, 0.013], [0.058, 0.024, -0.021], [-0.048, 0.043, -0.020], [0.004, -0.049, -0.021], [0.035, -0.013, -0.007], [-0.111, 0.016, -0.071], [-0.019, -0.009, 0.003], [0.016, -0.004, 0.001], [-0.037, -0.010, 0.000], [0.022, 0.052, 0.003]],
  "spin_multiplicity": 2,
  "homo_energy_ev": [-6.7, -7.2],
  "s_squared": 0.7570,
  "de_lowest_ev": 0.854
}

Calculated total energy across the listed records, respectively: -138447.0323, -102567.1561 eV.